# C28H52AlO7

A molecular structure, C28H52AlO7 (wB97M-V/def2-TZVPD, OMol25).

For the HOMO-LUMO gap, the calculation gives 7.4 eV. The net charge is -1. The calculation puts the LUMO energy at 2.685 eV. The value obtained for the HOMO energy is -4.74 eV.

Each line ends with the Löwdin charge.
Positions of all 88 atoms, in Å:
C (4.12, 2.18, 3.96)  0.088
C (4.13, 2.92, 3.04)  -0.168
C (4.09, 3.83, 1.90)  -0.225
C (2.90, 3.51, 0.97)  -0.294
C (2.94, 2.10, 0.35)  -0.188
Al (1.30, 1.89, -0.81)  0.199
C (1.27, 3.35, -2.23)  -0.162
C (0.00, 4.21, -2.09)  -0.513
C (-0.48, 4.78, -3.44)  -0.101
C (0.19, 5.37, -1.12)  -0.094
O (-0.16, 1.97, 0.26)  -0.122
C (-1.07, 0.95, -0.03)  -0.328
C (-1.63, 0.31, 1.25)  -0.121
C (-0.73, -0.63, 2.07)  -0.192
C (0.76, -0.31, 2.04)  -0.175
C (1.70, -1.38, 2.66)  -0.145
C (1.03, -2.62, 3.21)  -0.231
O (2.06, -3.58, 3.51)  -0.159
C (1.65, -4.58, 4.40)  -0.297
C (0.40, -5.35, 3.98)  -0.090
C (-0.55, 0.01, -1.20)  -0.394
C (-1.20, 0.49, -2.51)  -0.121
C (-0.98, -0.32, -3.79)  -0.167
C (0.40, -0.19, -4.47)  -0.153
C (1.16, -1.49, -4.66)  -0.182
O (1.76, -1.94, -3.42)  -0.048
C (2.99, -2.46, -3.58)  -0.366
O (4.00, -1.84, -3.46)  0.111
C (-0.56, -1.50, -0.95)  -0.095
O (-1.75, -2.08, -0.40)  -0.137
C (-2.91, -1.91, -1.16)  -0.199
C (-4.03, -2.75, -0.54)  -0.179
O (-4.00, -2.66, 0.88)  -0.141
C (-5.02, -1.86, 1.42)  -0.303
C (-4.72, -1.58, 2.88)  -0.072
O (0.86, 0.26, -1.36)  -0.128
H (4.02, 1.44, 4.72)  0.016
H (3.95, 4.84, 2.30)  0.106
H (5.04, 3.83, 1.35)  0.109
H (2.82, 4.25, 0.18)  0.082
H (1.99, 3.59, 1.58)  0.105
H (3.00, 1.36, 1.14)  0.041
H (3.86, 2.04, -0.24)  0.056
H (1.26, 2.86, -3.21)  0.037
H (2.16, 3.99, -2.19)  0.053
H (-0.82, 3.60, -1.71)  0.101
H (-1.50, 5.16, -3.36)  0.065
H (0.17, 5.60, -3.75)  0.068
H (-0.48, 4.00, -4.20)  0.060
H (0.84, 6.14, -1.53)  0.074
H (0.60, 5.05, -0.16)  0.062
H (-0.79, 5.82, -0.90)  0.073
H (-1.96, 1.44, -0.47)  0.130
H (-1.93, 1.16, 1.87)  0.116
H (-2.55, -0.21, 0.97)  0.085
H (-0.95, -1.65, 1.76)  0.085
H (-1.06, -0.56, 3.11)  0.108
H (1.11, -0.08, 1.04)  0.070
H (0.89, 0.62, 2.60)  0.116
H (2.39, -1.73, 1.89)  0.117
H (2.33, -0.96, 3.45)  0.103
H (0.37, -3.07, 2.47)  0.112
H (0.48, -2.40, 4.13)  0.127
H (1.53, -4.17, 5.41)  0.112
H (2.48, -5.29, 4.46)  0.109
H (-0.52, -4.88, 4.33)  0.069
H (0.34, -5.44, 2.89)  0.078
H (0.42, -6.36, 4.37)  0.066
H (-0.90, 1.52, -2.68)  0.109
H (-2.29, 0.52, -2.36)  0.101
H (-1.24, -1.37, -3.67)  0.090
H (-1.71, 0.08, -4.50)  0.104
H (0.29, 0.21, -5.49)  0.110
H (1.04, 0.49, -3.92)  0.108
H (1.97, -1.30, -5.38)  0.120
H (0.53, -2.28, -5.06)  0.121
H (3.04, -3.54, -3.77)  0.139
H (-0.29, -2.04, -1.86)  0.117
H (0.22, -1.69, -0.23)  0.129
H (-3.22, -0.86, -1.11)  0.116
H (-2.75, -2.21, -2.20)  0.125
H (-3.92, -3.80, -0.81)  0.121
H (-4.98, -2.37, -0.91)  0.118
H (-5.09, -0.90, 0.89)  0.119
H (-5.99, -2.36, 1.35)  0.115
H (-3.79, -1.04, 3.02)  0.066
H (-4.66, -2.51, 3.46)  0.076
H (-5.53, -0.98, 3.31)  0.074